Entry 1:
This record from the Open Molecules 2025 dataset describes one molecule with the formula CH3ClOP2. The level of theory is wB97M-V/def2-TZVPD.

Positions of all 8 atoms, in Å:
C1 0.802161 0.738284 0.485340
O1 -0.023488 -1.935051 0.611443
P1 -0.395287 -0.607989 0.115160
P2 -1.792145 0.276158 -1.002944
Cl1 2.211135 0.486872 -0.684834
H1 0.351660 1.620858 0.359271
H2 1.336423 0.433345 1.305897
H3 -2.490459 -1.012479 -1.189331

Cartesian forces (eV/Å) of the 3 atoms listed first:
C 1.5 -4.6 -2.3
O -0.1 -0.2 0.1
P 0.3 0.9 -0.3

Summary:
**Maximum force**: 5.359 eV/A
**Energy relative to the best compared isomer or geometry (same formula, charge and spin)**: 0.074 eV
**DFT total energy**: -1258.00109 Ha

---

Entry 2:
This record from the Open Molecules 2025 dataset describes one molecule with the formula C2H6N2O. The level of theory is wB97M-V/def2-TZVPD.

Positions of all 11 atoms, in Å:
C1 1.996024 -0.519988 0.056050
N1 1.193387 0.717536 0.118998
C2 -0.035864 0.761620 -0.159314
N2 -0.856049 -0.404508 -0.381947
O1 -2.147609 -0.147761 0.316310
H1 1.900030 -1.126306 0.955236
H2 3.035048 -0.294013 0.008668
H3 1.780844 -1.199208 -0.794603
H4 -0.556703 1.719745 -0.088753
H5 -0.407630 -1.154619 0.246938
H6 -2.693040 -0.404498 -0.397743

Cartesian forces (eV/Å) of the 3 atoms listed first:
C -1.2 -0.4 -0.2
N 0.7 0.0 -0.8
C 0.2 -0.9 1.0

Summary:
**Maximum force**: 2.466 eV/A
**Energy relative to the best compared isomer or geometry (same formula, charge and spin)**: 3.414 eV
**DFT total energy**: -264.46185 Ha

---

Entry 3:
This record from the Open Molecules 2025 dataset describes a 4-piece molecular cluster, C2H13NO4 overall. The level of theory is wB97M-V/def2-TZVPD.

Positions of all 20 atoms, in Å:
N1 -1.033051 -0.962021 1.709885
C1 -0.324542 -1.227796 0.440728
C2 -1.237217 -1.643679 -0.616048
O1 -0.620194 -2.332390 -1.779713
H1 -0.904442 -0.012315 1.959737
H2 -0.879335 -1.533254 2.506412
H3 0.204250 -0.203338 0.114584
H4 0.532561 -2.003807 0.341424
H5 -1.861395 -2.388951 -0.155342
H6 -1.744608 -0.799288 -1.092961
H7 -0.875398 -3.247658 -2.150619
O2 1.381233 0.859758 -2.557540
H8 0.943032 -0.001883 -2.303446
H9 0.823784 0.889853 -3.324053
O3 2.758852 1.987805 0.431053
H10 2.154475 2.422961 -0.264760
H11 3.107174 1.211810 0.055350
O4 -0.665112 3.220278 1.939526
H12 -0.178637 2.665635 2.575302
H13 -1.581430 3.098280 2.170482

Cartesian forces (eV/Å) of the 3 atoms listed first:
N 0.0 -0.2 -1.6
C 4.0 1.8 -0.2
C -1.6 -2.0 -2.7

Summary:
**Maximum force**: 4.420 eV/A
**Energy relative to the best compared isomer or geometry (same formula, charge and spin)**: 2.303 eV
**DFT total energy**: -439.63817 Ha

---

Entry 4:
This record from the Open Molecules 2025 dataset describes an isolated ion of composition C2H4O3P and charge -1. The level of theory is wB97M-V/def2-TZVPD.

Positions of all 10 atoms, in Å:
O1 -1.976029 -1.278678 0.809719
P1 -1.565236 -0.606920 -0.453539
C1 0.365021 -0.606136 -0.643485
C2 0.739287 0.522300 0.438407
O2 -0.058363 1.616474 0.019782
O3 -1.375571 1.135422 -0.151428
H1 0.639494 -0.249366 -1.560674
H2 0.994909 -1.495456 -0.267413
H3 0.450944 0.147142 1.553301
H4 1.785548 0.815217 0.255326

Cartesian forces (eV/Å) of the 3 atoms listed first:
O 0.1 -0.5 1.2
P 0.6 0.7 -1.5
C 0.2 -1.0 5.5

Summary:
**Maximum force**: 5.607 eV/A
**Energy relative to the best compared isomer or geometry (same formula, charge and spin)**: 4.396 eV
**DFT total energy**: -645.64287 Ha
**Net charge**: -1

---

Entry 5:
This record from the Open Molecules 2025 dataset describes one molecule with the formula C17H20N4O3. The level of theory is wB97M-V/def2-TZVPD.

Positions of all 44 atoms, in Å:
C1 1.288265 3.502109 -1.507367
C2 0.023677 2.651557 -1.557207
C3 -0.772347 2.660375 -0.251229
C4 -0.036438 2.007038 0.923944
N1 0.381687 0.659313 0.619349
C5 -0.387209 -0.408953 0.161240
C6 -1.839791 -0.450242 0.106918
C7 -2.660493 0.079786 1.096208
C8 -4.038326 -0.009964 1.005139
C9 -4.626396 -0.642952 -0.085046
O1 -5.963240 -0.777687 -0.281376
C10 -6.846086 -0.261777 0.685464
C11 -3.804431 -1.201018 -1.068946
C12 -2.436709 -1.111312 -0.970911
N2 0.353272 -1.406592 -0.234137
C13 1.649675 -1.030962 -0.042436
C14 2.872181 -1.748808 -0.304283
O2 2.996821 -2.859811 -0.760570
N3 4.011497 -0.982021 0.041760
C15 5.314091 -1.593532 -0.169734
C16 4.047801 0.284138 0.571488
O3 5.074975 0.860800 0.848693
N4 2.823957 0.901431 0.778777
C17 1.668473 0.251443 0.478961
H1 1.058589 4.509466 -1.165612
H2 2.036276 3.072367 -0.845710
H3 1.728650 3.571162 -2.498850
H4 -0.626618 3.033629 -2.346385
H5 0.281708 1.623600 -1.821308
H6 -1.715299 2.134672 -0.411083
H7 -1.002771 3.689920 0.029779
H8 0.856139 2.587517 1.168403
H9 -0.682878 2.007170 1.805780
H10 -2.233081 0.543360 1.972282
H11 -4.640175 0.408941 1.796293
H12 -6.698375 -0.738356 1.659792
H13 -7.846622 -0.490380 0.322165
H14 -6.739310 0.822900 0.790051
H15 -4.272886 -1.704004 -1.899648
H16 -1.799852 -1.552218 -1.720520
H17 5.145730 -2.584193 -0.585347
H18 5.900639 -0.985784 -0.858083
H19 5.848625 -1.663309 0.777200
H20 2.853660 1.820081 1.198714

Cartesian forces (eV/Å) of the 3 atoms listed first:
C -0.2 -0.2 -0.1
C 0.0 0.2 0.2
C 0.2 -0.2 -0.1

Summary:
**Maximum force**: 1.171 eV/A
**Energy relative to the best compared isomer or geometry (same formula, charge and spin)**: 1.614 eV
**DFT total energy**: -1104.61101 Ha

---

Entry 6:
This record from the Open Molecules 2025 dataset describes a 7-piece molecular cluster, C36H53N3O22 overall. The level of theory is wB97M-V/def2-TZVPD.

Positions of all 114 atoms, in Å:
C1 3.976020 -4.435277 2.269087
N1 3.329018 -3.965882 3.553041
C2 2.182595 -4.854442 3.981987
C3 2.962229 -2.499051 3.530118
O1 2.671810 -1.932709 4.728409
C4 2.870646 -1.528907 2.211898
C5 1.374876 -1.380104 1.557944
C6 1.281856 -1.265241 0.076047
N2 2.431351 -1.310189 -0.905985
C7 -0.241558 -1.062776 -0.577267
O2 -0.623252 -1.573200 -1.752675
C8 -1.261182 -0.117548 0.351936
C9 -2.284609 0.909950 -0.411438
C10 -1.313030 1.950258 -1.289801
C11 -0.302723 2.716259 -0.211160
O3 1.054664 2.118451 -0.161743
C12 -1.195502 -0.244193 1.834681
C13 -2.121158 0.609357 2.882505
C14 -3.738478 0.430572 2.697894
C15 -4.208609 -0.908916 1.881253
C16 -5.675040 -1.443659 2.482570
C17 -6.736519 -1.797539 1.241407
N3 -6.493517 -3.220708 0.698845
C18 -0.046029 -1.312501 2.413754
O4 -0.227002 -2.049659 3.513506
H1 4.817103 -3.712723 1.863179
H2 3.228943 -4.633996 1.389728
H3 4.512488 -5.471674 2.519882
H4 1.365662 -4.836389 3.138897
H5 2.577272 -5.968602 4.140111
H6 1.782149 -4.447954 5.030252
H7 3.187506 -0.435076 2.569729
H8 3.665374 -1.811366 1.372783
H9 2.069219 -0.818722 -1.777023
H10 2.471673 -2.328353 -1.215593
H11 -2.931038 1.586322 0.290910
H12 -2.934131 0.239154 -1.154175
H13 -1.961919 2.713997 -1.893778
H14 -0.608328 1.347513 -2.039126
H15 -0.146480 3.831363 -0.596890
H16 -0.724972 2.721025 0.888981
H17 1.722840 2.874465 -0.319581
H18 -1.869389 1.761046 2.698438
H19 -1.813518 0.418851 4.020258
H20 -4.178439 1.396340 2.170245
H21 -4.228376 0.409403 3.777203
H22 -3.488745 -1.827494 1.965528
H23 -4.442445 -0.572983 0.773743
H24 -6.133078 -0.720963 3.280870
H25 -5.469980 -2.490788 3.015622
H26 -6.579151 -1.077745 0.325150
H27 -7.816186 -1.763158 1.699061
H28 -7.276233 -3.853530 0.980880
H29 -6.493538 -3.205926 -0.362252
O5 -4.892237 2.702421 -1.726883
C19 -4.676810 3.614068 -0.945746
O6 -3.673784 3.616318 -0.019783
C20 -3.618251 4.922178 0.522982
C21 -4.993869 5.453396 0.281166
O7 -5.408570 4.764845 -0.883323
H30 -3.365397 4.889592 1.586298
H31 -2.849888 5.493435 -0.008401
H32 -5.683665 5.214944 1.097634
H33 -4.999387 6.534212 0.115440
O8 6.416560 -2.947301 -6.259855
C22 5.453220 -2.621505 -5.586419
O9 5.449889 -2.560600 -4.222692
C23 4.239896 -1.932864 -3.842149
C24 3.340208 -2.185924 -5.008131
O10 4.237386 -2.271211 -6.098962
H34 3.852960 -2.366285 -2.915830
H35 4.429650 -0.866053 -3.684060
H36 2.798781 -3.133801 -4.920484
H37 2.619594 -1.377795 -5.160784
O11 3.801563 -7.743016 -10.007265
C25 4.155301 -6.811095 -9.304359
O12 5.439049 -6.355607 -9.214951
C26 5.395131 -5.142529 -8.487309
C27 4.134424 -5.263231 -7.694188
O13 3.318426 -6.088425 -8.503705
H38 6.278810 -5.039615 -7.851575
H39 5.365992 -4.307010 -9.194517
H40 4.292596 -5.758578 -6.730388
H41 3.656852 -4.294775 -7.521918
O14 -3.130451 7.572676 2.335530
C28 -3.304387 8.610551 1.718890
O15 -2.608876 9.764512 1.938236
C29 -2.940363 10.650704 0.885748
C30 -4.270726 10.151824 0.422882
O16 -4.221139 8.769272 0.719875
H42 -2.984913 11.681878 1.246767
H43 -2.172906 10.578564 0.108003
H44 -5.101733 10.602757 0.975500
H45 -4.426362 10.313383 -0.647321
O17 4.401563 1.538899 -3.643283
C31 4.755301 2.470820 -2.940377
O18 6.039049 2.926308 -2.850969
C32 5.995131 4.139386 -2.123328
C33 4.734424 4.018684 -1.330207
O19 3.918426 3.193490 -2.139724
H46 6.878810 4.242300 -1.487593
H47 5.965992 4.974905 -2.830536
H48 4.892596 3.523337 -0.366407
H49 4.256852 4.987140 -1.157936
O20 -3.526265 -4.307399 8.033557
C34 -2.437568 -4.349427 7.485234
O21 -2.236925 -4.756862 6.197907
C35 -0.894562 -4.447606 5.873293
C36 -0.221900 -4.396102 7.206659
O22 -1.260748 -3.995850 8.079990
H50 -0.467195 -5.213756 5.220597
H51 -0.869440 -3.483532 5.354629
H52 0.150398 -5.375485 7.525253
H53 0.602349 -3.677943 7.229447

Cartesian forces (eV/Å) of the 3 atoms listed first:
C 0.9 -1.1 -0.5
N -0.7 2.4 -2.0
C -0.2 -0.3 0.7

Summary:
**Maximum force**: 8.145 eV/A
**DFT total energy**: -3222.71989 Ha